C12H5Cl6MnN2O8 | ωB97M-V/def2-TZVPD

```
34
Properties=species:S:1:pos:R:3:forces:R:3
Mn 0.146 0.377 -0.264 -0.233 0.126 0.063
C 0.827 -2.079 2.622 -0.015 -0.042 0.006
C 1.361 -2.126 1.239 0.027 -0.045 0.029
N 1.115 -1.291 0.234 0.132 -0.086 0.006
C 1.848 -1.726 -0.853 -0.011 -0.037 -0.037
C 2.543 -2.837 -0.507 -0.011 0.009 0.031
N 2.217 -3.064 0.808 0.020 -0.051 0.005
C 3.485 -3.756 -1.203 -0.036 -0.025 0.000
O 3.756 -3.489 -2.459 -0.019 0.021 -0.003
O 3.941 -4.687 -0.585 0.005 0.038 -0.024
C 1.757 -0.942 -2.112 0.101 -0.046 0.010
O 2.387 -1.293 -3.098 0.009 -0.019 -0.066
O 0.989 0.085 -2.004 -0.015 0.011 0.132
H -0.259 -2.004 2.613 0.011 0.020 -0.020
H 1.230 -1.220 3.159 -0.017 0.008 -0.011
H 1.106 -2.987 3.155 0.013 0.019 0.015
H 2.587 -3.845 1.333 0.004 0.016 -0.014
H 3.273 -2.678 -2.794 0.009 -0.002 0.058
Cl -2.431 -0.367 2.109 -0.004 -0.030 0.003
C -1.121 0.656 2.575 -0.008 0.037 -0.023
C -0.113 0.917 1.665 0.085 0.009 -0.088
C 0.930 1.730 2.060 -0.018 0.029 0.098
Cl 2.156 2.050 0.862 0.022 -0.023 -0.039
C 1.017 2.283 3.331 -0.019 -0.021 -0.029
Cl 2.341 3.278 3.768 0.018 0.012 0.002
C -0.005 2.004 4.238 -0.020 0.007 0.021
Cl 0.060 2.664 5.820 0.002 -0.003 -0.005
C -1.080 1.193 3.862 0.027 -0.006 0.011
Cl -2.331 0.852 4.985 -0.009 -0.002 0.006
O -3.270 1.784 -1.020 -0.092 0.042 0.122
Cl -2.083 1.227 -1.530 0.209 -0.071 0.015
O -1.965 1.317 -2.928 -0.057 0.056 -0.100
O -0.891 1.932 -0.885 -0.106 0.032 -0.099
O -1.881 -0.153 -1.062 -0.001 0.019 -0.073
```
Positions in Å, forces in eV/Å.

Output
**HOMO-LUMO gap (alpha / beta)**: 8.01 / 8.72 eV
**Lowest unoccupied orbital energy (alpha / beta)**: -1.93 / -1.21 eV
**⟨S²⟩**: 6.08
**Calculated total energy**: -5083.73521 Ha
**Multiplicity**: 5
**ΔE to the lowest compared entry with this formula, charge and spin**: 3.7 kJ/mol
**HOMO (alpha / beta)**: -9.94 / -9.92 eV